Record 1
The following is a DFT calculation (the ωB97M-V functional and the def2-TZVPD basis) of a molecular structure, C6H17BrCl3HfN4O21 in a non-equilibrium geometry.

Total energy ... -164339.9421 eV
Largest force on an atom ... 4.877 eV Å⁻¹
Gap between HOMO and LUMO ... 6.94 eV
HOMO level ... -6.909 eV
Net charge ... -1

Last column: Löwdin charge in e.
Element x y z (Å)
Hf 0.48795 -0.02258 -0.24219  1.932
Br 3.02313 -0.08763 -1.45655  0.051
Cl -1.49748 -2.69671 2.14664  0.615
Cl 3.04286 -0.56746 2.90747  0.659
Cl 1.11947 3.64242 1.06561  0.652
O 3.55762 -1.94095 2.73457  -0.363
O 2.01773 -0.34833 1.95646  -0.475
O -0.18593 4.23031 1.04314  -0.351
O 0.20489 1.18416 -2.74580  -0.085
O -1.42676 -4.09542 1.91290  -0.317
O -1.39383 -2.08579 -3.52134  0.154
O 4.06994 0.44016 2.65160  -0.343
O -1.03630 -1.99224 0.98421  -0.452
O -0.72110 0.87112 2.01806  -0.073
O 1.37475 3.05357 2.33386  -0.324
O -0.66472 -2.28178 3.26361  -0.351
O 1.73146 -4.41690 1.08712  0.114
O 0.09357 -1.51577 -2.08635  -0.163
O -1.74720 0.54514 -0.73945  -0.389
O -2.21479 2.21210 2.89809  0.089
O 1.57098 -2.52891 -0.02860  -0.149
O 2.11107 4.69936 0.76870  -0.331
O -2.80634 -2.23881 2.39767  -0.332
O 2.57771 -0.42673 4.25350  -0.321
O -0.32061 1.23442 -4.82039  0.088
O 1.04717 2.57889 0.09459  -0.479
N 2.20868 -3.52605 0.36954  -0.346
N -0.24077 -1.87594 -3.23977  -0.346
N -1.32260 1.38859 2.99231  -0.344
N -0.35827 1.71777 -3.71555  -0.378
C -0.85051 1.12357 4.37213  0.069
C -3.05994 1.06545 -0.87894  -0.376
C -1.19057 2.90479 -3.45575  0.057
C 3.50922 -3.74242 -0.36210  0.052
C -3.65216 1.95013 0.16609  -0.080
C 0.79038 -2.00921 -4.31504  0.068
H -1.04754 3.22264 -2.42298  0.110
H 0.41090 -2.28527 -5.29885  0.108
H -0.42092 1.97542 4.89930  0.110
H 3.63113 -2.97842 -1.12992  0.049
H 4.22735 -3.63163 0.45037  0.100
H -4.66749 2.29127 -0.03595  0.074
H -3.69527 1.51511 1.16459  0.062
H 1.38402 -2.79435 -3.84679  0.107
H 3.55254 -4.78742 -0.66903  0.097
H -1.67358 0.64653 4.90419  0.111
H 1.40603 -1.11136 -4.36929  0.090
H 0.01128 0.50611 4.11883  0.082
H -3.07438 2.87160 0.23797  0.074
H -3.16175 1.46968 -1.88609  0.076
H -0.84070 3.67370 -4.14457  0.105
H -2.25964 2.79906 -3.64018  0.103
H -3.63086 0.17487 -1.14168  0.109

Forces on the atoms, in the same order (eV/Å):
Hf -3.12 0.68 0.75
Br -1.89 0.40 0.74
Cl 1.37 0.91 2.85
Cl 4.50 -0.57 1.79
Cl -0.30 3.34 2.12
O -0.54 1.50 -0.28
O -3.70 0.51 -2.95
O -0.35 0.42 -0.03
O -0.19 0.82 -1.05
O -0.12 -0.42 -0.18
O 0.87 -0.13 0.09
O -0.74 -1.28 0.11
O 1.56 1.61 -3.04
O -0.90 0.52 1.39
O 0.47 -0.21 0.41
O -0.10 -0.70 -0.57
O 1.66 2.42 -1.42
O 0.44 -0.37 -0.75
O 4.36 -0.40 1.10
O 0.59 -1.04 -0.43
O 0.49 -0.60 0.90
O -1.13 -2.41 -0.33
O -1.94 -0.11 0.09
O -0.68 0.06 -0.34
O -0.01 0.36 -0.35
O 0.79 -3.10 -2.65
N -2.50 -1.21 -0.71
N -1.85 1.53 0.37
N 0.23 1.84 -1.20
N -0.24 -1.74 1.70
C 1.42 -1.43 -0.69
C 0.27 -1.81 -1.64
C 0.20 1.50 0.24
C 0.17 -0.16 1.60
C 0.24 0.65 0.79
C 0.98 -0.39 1.08
H 0.16 -0.21 -0.11
H -0.53 0.01 0.58
H -0.68 0.49 -0.57
H -0.17 -0.24 0.21
H 0.33 0.22 -0.22
H -0.14 -0.35 -0.55
H 0.25 -0.19 -0.20
H 0.45 -0.11 -0.56
H -0.26 0.23 -0.21
H 0.34 -0.07 -0.06
H -0.29 0.10 0.34
H -0.18 -0.72 0.92
H 0.24 -0.02 0.20
H 0.42 1.19 -0.20
H 0.11 -0.02 0.07
H 0.27 -0.84 -0.17
H -0.67 -0.45 1.04

=====

Record 2
The following is a DFT calculation (the ωB97M-V functional and the def2-TZVPD basis) of a molecular structure, C28H46LuNOP2 in a non-equilibrium geometry.

Total energy ... -85504.5811 eV
Largest force on an atom ... 6.780 eV Å⁻¹
Gap between HOMO and LUMO (alpha / beta) ... 4.66 / 5.90 eV
HOMO level (alpha / beta) ... -9.051 / -10.269 eV
Spin multiplicity ... 2
Net charge ... +1
⟨S²⟩ ... 0.758

Last column: Löwdin spin population.
Element x y z (Å)
Lu -0.38166 -0.53452 1.85102  0.236
P 1.71484 -0.97802 -5.49738  0.000
P -0.63486 0.85248 -4.69628  0.001
O 1.65004 0.52188 2.37252  -0.005
N 1.73594 1.68428 3.10662  -0.012
C -2.50496 -3.16832 1.64972  0.008
C -2.01566 0.52448 -5.88798  0.000
C -2.58496 -0.19882 -0.32278  0.039
C 1.62914 -1.66582 4.31592  0.000
C 1.16624 -1.95642 -6.97648  0.000
C 2.59024 1.70448 4.31862  0.036
C 0.28154 -1.66942 3.67062  -0.001
C -0.08726 1.67278 -0.37748  0.030
C -0.17696 -2.58992 2.69392  0.001
C 0.59594 -3.74512 2.13712  0.000
C -2.04836 0.54288 0.88452  0.113
C -0.68456 2.70798 -4.68088  0.000
C 2.91804 3.06878 4.87542  0.000
C -3.37776 -0.75372 3.53792  0.001
C -1.57786 -2.30022 2.44492  0.016
C 0.84494 -0.65862 0.05762  0.135
C -0.76766 0.24998 5.11172  0.000
C 1.10044 0.69558 -0.56508  0.038
C 1.45534 2.94668 2.48882  0.006
C -1.97706 -1.24012 3.33962  0.004
C 2.51554 4.18958 4.28982  0.012
C -1.46556 -0.92462 -1.08648  0.029
C 1.78134 4.12338 3.03392  -0.007
C -0.83336 -0.80742 4.05622  -0.002
C 3.40444 -0.48172 -6.07478  0.000
C -0.92276 1.37898 0.85842  0.133
C -0.35256 -1.38432 -0.14848  0.116
C 0.80844 0.61168 -5.85038  0.000
H -1.93096 1.13918 -6.79258  0.000
H -3.40066 0.29438 3.84822  0.000
H -3.42236 -2.63912 1.38272  0.000
H 1.00714 3.01138 1.54792  0.001
H 0.48054 -4.62622 2.78222  0.000
H -1.64886 0.89618 5.08162  0.000
H 3.49774 3.13128 5.79152  0.000
H 0.10634 -2.21072 -6.87478  0.000
H 1.66244 -3.51552 2.07192  0.000
H -3.97686 -0.85802 2.62942  0.000
H 0.24654 -4.02572 1.13972  0.000
H 1.31324 -1.40452 -7.91278  0.000
H 1.48914 1.46678 -5.73718  0.000
H -3.32386 -0.93082 0.02002  0.001
H 0.45844 0.58708 -6.89168  0.000
H -1.87806 -1.79482 -1.60888  0.004
H -0.68036 3.12828 -5.69398  0.000
H 1.57814 -2.21692 5.26512  0.000
H 0.12024 0.87258 4.96382  0.000
H 1.74034 -1.22142 0.31492  0.007
H -0.28756 -2.46202 -0.02968  0.009
H 3.38694 -0.07782 -7.09458  0.000
H -3.12656 0.49808 -0.98178  0.012
H 1.53824 5.04708 2.51622  0.000
H -1.58926 3.04128 -4.16158  0.000
H -2.78806 0.75668 1.65162  0.007
H -2.78976 -4.05202 2.23642  0.002
H 2.11314 1.23018 5.18342  0.002
H -1.99766 -0.53122 -6.17418  0.000
H -2.03766 -3.52262 0.72702  0.000
H 0.30504 2.68998 -0.29138  0.003
H 4.06924 -1.35092 -6.04648  0.000
H 2.37664 -2.14802 3.68152  0.000
H 3.80374 0.27998 -5.39878  0.000
H -0.73466 1.66318 -1.26188  0.004
H -2.97386 0.73418 -5.40218  0.000
H 1.32924 0.58258 -1.63648  0.012
H 1.73394 -2.89182 -7.02228  0.000
H 0.18024 3.09308 -4.13128  0.000
H -0.71256 -0.20312 6.11062  0.000
H 1.96344 -0.64602 4.51532  0.000
H -1.04456 -0.27472 -1.86018  0.002
H -3.86466 -1.34422 4.32502  0.000
H 2.76824 5.15388 4.72002  0.001
H -0.84296 2.11148 1.65412  0.008
H 1.98454 1.12048 -0.08618  0.000

Forces on the atoms, in the same order (eV/Å):
Lu 4.51 4.02 3.07
P 0.23 0.06 -0.31
P -0.01 0.41 -0.38
O -0.84 2.65 1.84
N 3.05 0.78 0.21
C -0.02 -0.07 0.03
C 0.05 0.06 0.16
C -0.01 -0.15 -0.07
C 0.00 0.02 0.15
C 0.08 0.03 0.15
C -3.52 4.16 -0.51
C -1.00 -0.78 1.84
C 0.20 -0.31 -0.15
C -1.33 -1.17 1.53
C 0.04 -0.02 -0.09
C -1.31 2.91 -2.08
C -0.11 -0.12 -0.05
C 0.14 -3.77 -0.74
C -0.13 -0.08 0.09
C -0.51 -1.63 1.97
C -0.49 -1.30 -4.25
C 0.03 0.06 -0.06
C -0.13 0.38 0.08
C 0.85 -2.77 1.14
C -0.21 -1.33 0.40
C -1.02 1.79 -2.59
C -0.07 0.25 0.08
C 1.44 1.16 2.78
C 0.34 -2.04 1.03
C -0.14 -0.07 -0.09
C -2.35 1.43 -1.77
C 1.88 -0.62 -3.70
C -0.12 -0.16 0.06
H 0.01 -0.09 0.17
H -0.08 -0.07 -0.03
H 0.07 -0.10 0.01
H -0.55 -0.91 -1.27
H 0.04 0.17 -0.12
H 0.12 -0.03 0.06
H -0.21 -0.42 0.00
H 0.13 0.01 -0.02
H -0.06 -0.10 -0.03
H 0.03 0.03 0.12
H 0.06 -0.04 0.12
H -0.01 -0.07 0.15
H -0.08 -0.24 0.04
H 0.09 0.13 -0.03
H 0.09 0.22 0.16
H 0.11 0.11 0.10
H 0.00 -0.06 0.17
H 0.10 0.09 -0.16
H -0.21 0.02 0.20
H -0.10 -0.08 0.53
H 0.05 0.09 0.26
H 0.01 -0.06 0.16
H 0.06 -0.07 0.07
H -0.08 -0.24 0.05
H 0.10 -0.01 -0.08
H 0.20 -0.13 0.22
H 0.02 0.13 -0.15
H 1.13 -1.68 -0.57
H -0.05 0.10 0.04
H -0.09 0.00 0.04
H -0.09 -0.01 -0.14
H -0.07 0.13 -0.01
H -0.02 0.09 0.11
H -0.01 -0.11 -0.06
H 0.10 0.05 0.16
H 0.09 -0.07 -0.09
H -0.04 -0.04 0.14
H -0.10 0.12 0.01
H -0.09 -0.06 -0.07
H 0.02 0.15 -0.17
H 0.01 -0.46 0.02
H -0.05 -0.20 0.05
H 0.03 0.15 -0.14
H -0.14 -0.07 -0.12
H -0.06 -0.14 0.42
H -0.01 -0.04 -0.07

=====

Record 3
The following is a DFT calculation (the ωB97M-V functional and the def2-TZVPD basis) of a single CH2N2S3 molecule in a non-equilibrium geometry.

Total energy ... -36550.8509 eV
Largest force on an atom ... 2.477 eV Å⁻¹
Gap between HOMO and LUMO (alpha / beta) ... 7.49 / 6.89 eV
HOMO level (alpha / beta) ... -8.407 / -7.999 eV
Net charge ... 0

Last column: Löwdin charge in e.
Element x y z (Å)
S 0.48757 -0.06224 0.35866  0.837
S -1.94863 1.45080 0.23758  0.470
S -2.80773 -0.46286 -0.21447  0.513
N -1.84001 -1.64238 0.38667  -0.455
N -0.51181 -1.32107 0.02390  -0.563
C -0.32890 1.38516 -0.28513  -0.839
H 0.02855 -2.14526 -0.08328  0.053
H 0.07266 2.35046 -0.11343  -0.015

Forces on the atoms, in the same order (eV/Å):
S 0.93 1.82 -0.30
S -1.36 -0.28 -0.44
S -0.57 0.66 0.46
N 1.74 1.44 -1.01
N -1.62 -1.38 0.27
C -0.66 -2.08 1.07
H 0.42 -0.79 0.06
H 1.12 0.60 -0.11

=====

> What is the formula in the first record?

C6H17BrCl3HfN4O21

=====

> total energy of number 2 (C28H46LuNOP2)?

-85504.5811 eV

=====

> Which formula does entry 1 have?

C6H17BrCl3HfN4O21

=====

> Which of these has the highest net charge?

C28H46LuNOP2